Density functional theory data (the ωB97M-V functional and the def2-TZVPD basis) for a structure of composition C24H25Cl2N2O7P2RhS in a non-equilibrium geometry.

Positions of all 64 atoms, in Å:
Rh  -0.433  -0.308  0.490
O  0.579  -1.192  4.505
C  0.750  -0.778  3.372
O  -0.144  -0.247  2.622
C  2.173  -0.821  2.814
C  3.217  -0.662  3.692
C  4.533  -0.675  3.235
C  4.810  -0.805  1.894
C  3.760  -0.929  1.007
C  2.397  -1.022  1.425
O  1.445  -1.368  0.616
N  4.110  -0.937  -0.402
O  5.170  -1.424  -0.735
O  3.345  -0.392  -1.189
N  5.634  -0.511  4.177
O  5.357  -0.306  5.342
O  6.769  -0.587  3.740
H  3.019  -0.542  4.748
H  5.828  -0.777  1.533
C  0.851  -1.405  -2.860
P  -0.343  -0.493  -1.848
C  -1.934  -1.010  -2.556
C  -0.151  1.229  -2.430
C  -0.316  1.549  -3.776
C  -0.183  2.856  -4.212
C  0.124  3.861  -3.304
C  0.296  3.551  -1.966
C  0.161  2.237  -1.522
P  0.412  1.818  0.235
C  -0.414  3.135  1.158
C  2.173  2.132  0.498
H  0.609  -1.235  -3.908
H  0.780  -2.470  -2.637
H  1.858  -1.065  -2.641
H  -1.942  -0.878  -3.638
H  -2.728  -0.427  -2.099
H  -2.095  -2.062  -2.319
H  -0.549  0.774  -4.496
H  -0.323  3.091  -5.259
H  0.235  4.884  -3.638
H  0.537  4.340  -1.264
H  0.101  4.081  0.999
H  -0.386  2.873  2.217
H  -1.455  3.204  0.849
H  2.383  3.169  0.241
H  2.744  1.461  -0.139
H  2.430  1.945  1.542
S  -2.513  0.781  0.422
C  -4.040  -0.108  0.356
C  -4.510  -0.770  1.491
C  -5.763  -1.363  1.482
C  -6.555  -1.305  0.344
C  -6.089  -0.653  -0.789
C  -4.836  -0.058  -0.787
H  -3.885  -0.799  2.374
H  -6.127  -1.863  2.370
H  -7.537  -1.760  0.340
H  -6.706  -0.602  -1.677
H  -4.484  0.473  -1.661
Cl  -1.538  -2.635  0.909
C  -0.302  -3.813  0.406
Cl  -0.636  -4.465  -1.206
H  -0.324  -4.632  1.114
H  0.650  -3.293  0.397

The value obtained for the HOMO energy is -0.30431 hartree. For the maximum force, the calculation gives 2.120 eV/A. The HOMO-LUMO gap comes out at 0.2676 Ha. The calculation puts the total energy at -3677.49504 hartree. The total charge is 0.

=====

Density functional theory data (the ωB97M-V functional and the def2-TZVPD basis) for a structure of composition C24H25CrN5O4S.

Positions of all 60 atoms, in Å:
Cr  1.651  0.467  0.235
C  5.196  0.229  -2.362
C  4.312  0.661  -1.365
N  3.192  0.029  -1.090
C  2.894  -1.124  -1.757
C  3.690  -1.593  -2.814
C  4.872  -0.877  -3.099
C  3.268  -2.739  -3.529
C  2.097  -3.342  -3.179
C  1.324  -2.892  -2.084
C  1.731  -1.825  -1.323
N  1.140  -1.268  -0.173
C  0.093  -1.829  0.583
C  -0.409  -3.104  0.541
C  -1.422  -3.519  1.436
C  -1.918  -2.688  2.395
C  -1.393  -1.378  2.507
C  -1.762  -0.478  3.528
C  -1.155  0.742  3.614
C  -0.185  1.088  2.660
N  0.158  0.283  1.677
C  -0.413  -0.955  1.593
H  6.106  0.782  -2.544
H  4.533  1.543  -0.775
H  5.516  -1.218  -3.899
H  3.867  -3.107  -4.350
H  1.742  -4.198  -3.736
H  0.401  -3.409  -1.885
H  -0.012  -3.848  -0.128
H  -1.785  -4.535  1.358
H  -2.676  -3.021  3.090
H  -2.511  -0.778  4.250
H  -1.393  1.438  4.405
H  0.325  2.042  2.709
N  1.703  2.623  0.357
N  2.243  2.959  1.619
C  3.064  1.952  2.186
O  3.764  2.222  3.121
O  2.892  0.789  1.617
H  2.286  2.981  -0.402
H  0.784  3.049  0.273
H  2.591  3.905  1.715
C  -4.287  -1.084  -0.256
C  -4.428  0.412  -0.005
S  -2.810  1.083  0.427
O  -1.958  0.915  -0.796
C  -3.249  2.841  0.524
C  -3.727  3.441  -0.789
H  -5.269  -1.547  -0.342
H  -3.754  -1.573  0.562
H  -3.739  -1.267  -1.178
H  -5.093  0.628  0.834
H  -4.780  0.936  -0.892
H  -2.334  3.323  0.876
H  -3.980  2.930  1.331
H  -3.095  3.102  -1.611
H  -3.680  4.528  -0.745
H  -4.757  3.167  -1.005
O  0.158  1.163  -2.493
C  0.381  0.945  -1.416

The value obtained for the HOMO energy (spin up / spin down) is -0.39359 / -0.39344 hartree. For the maximum force, the calculation gives 0.919 eV/A. The HOMO-LUMO gap (spin up / spin down) comes out at 0.2534 / 0.2718 Ha. Its expectation value of S² is 0.77. The calculation puts the total energy at -2946.81352 hartree. The multiplicity is 2. The total charge is +1.